A molecular structure, C34H45BrN3O2S5SbTa, computed with ωB97M-V with the def2-TZVPD basis set.

XYZ file:
```
92
Properties=species:S:1:pos:R:3:mulliken_charge:R:1
Ta 0.15 0.43 -0.17 -0.796
C 5.86 6.09 -1.43 -1.610
C 6.05 4.58 -1.68 1.863
C 6.52 4.37 -3.13 -1.605
C 7.13 4.07 -0.74 -2.203
C 4.71 3.86 -1.47 -0.239
C 4.54 2.88 -0.51 -0.162
C 3.30 2.29 -0.36 0.199
Br 3.05 0.97 0.98 0.093
C 2.19 2.63 -1.14 0.034
O 1.01 2.06 -0.91 -0.043
C 2.36 3.61 -2.14 -0.774
C 3.61 4.20 -2.26 -0.147
C 1.20 3.99 -3.06 2.452
C 0.81 2.78 -3.92 -1.059
C 0.00 4.49 -2.25 -1.497
C 1.59 5.12 -4.02 -2.454
H 6.81 6.62 -1.58 0.457
H 5.53 6.26 -0.40 0.353
H 5.12 6.52 -2.10 0.308
H 7.47 4.89 -3.30 0.459
H 5.80 4.76 -3.85 0.301
H 6.66 3.31 -3.34 0.356
H 8.07 4.60 -0.93 0.434
H 7.32 3.00 -0.90 0.398
H 6.87 4.22 0.30 0.396
H 5.34 2.57 0.13 0.524
H 3.74 4.97 -3.01 0.319
H 0.58 1.90 -3.31 -0.121
H 1.63 2.51 -4.59 0.299
H -0.07 3.02 -4.52 0.384
H -0.40 3.71 -1.60 0.121
H -0.80 4.81 -2.92 0.447
H 0.28 5.34 -1.62 0.326
H 2.43 4.83 -4.66 0.401
H 1.85 6.04 -3.50 0.397
H 0.74 5.33 -4.67 0.475
S 1.69 -0.77 -2.20 -0.503
Sb 0.11 -2.46 -2.26 0.363
S -1.57 0.68 -2.04 -0.438
S -1.71 -1.14 -1.05 -0.191
S 0.59 -3.61 -0.18 -0.359
C 3.23 -3.48 1.83 -1.079
N 2.05 -2.66 1.97 0.462
C 1.08 -3.24 2.87 -1.169
C 1.52 -2.22 0.71 -0.518
O 0.70 -1.13 0.86 0.146
H 3.68 -3.62 2.82 0.353
H 3.95 -2.98 1.19 0.295
H 3.01 -4.47 1.41 0.331
H 1.47 -3.22 3.89 0.300
H 0.84 -4.28 2.61 0.436
H 0.15 -2.67 2.84 0.344
H 2.35 -1.98 0.05 0.487
C -1.98 2.20 3.35 -1.793
C -0.96 1.17 2.83 3.567
C -1.54 -0.22 3.10 -1.072
C -0.69 1.36 1.34 -0.820
C 0.39 1.38 3.53 -0.621
C 1.15 0.32 4.00 0.201
C 2.40 0.52 4.57 -0.673
C 2.93 1.79 4.67 -0.411
C 2.19 2.87 4.19 -0.864
C 0.94 2.66 3.62 -0.195
H -2.96 2.04 2.90 0.431
H -1.68 3.23 3.12 0.383
H -2.09 2.11 4.44 0.431
H -2.55 -0.28 2.69 0.234
H -1.60 -0.42 4.17 0.424
H -0.95 -0.99 2.62 -0.317
H -0.76 2.42 1.05 0.391
H 0.77 -0.69 3.91 0.108
H 2.97 -0.34 4.91 0.354
H 3.91 1.95 5.10 0.383
H 2.59 3.87 4.24 0.360
H 0.40 3.51 3.23 0.255
N -3.86 1.25 0.29 -0.397
C -4.79 0.27 0.43 0.611
N -5.07 -0.32 1.54 -0.443
C -6.08 -1.24 1.35 -0.382
C -6.61 -2.07 2.34 -0.494
C -7.62 -2.95 2.02 -0.506
C -8.12 -3.03 0.72 -0.428
C -7.61 -2.22 -0.28 -0.519
C -6.59 -1.34 0.05 0.883
S -5.74 -0.21 -0.98 -0.259
H -3.12 1.22 0.98 0.170
H -3.44 1.33 -0.64 0.158
H -6.21 -2.00 3.35 0.437
H -8.03 -3.60 2.79 0.353
H -8.91 -3.73 0.49 0.356
H -7.99 -2.29 -1.29 0.364
```

Results
ΔE to the lowest compared entry with this formula, charge and spin ... 23.3 kJ/mol
Electronic energy ... -176869.936 eV
Orbital gap ... 7.04 eV
Charge ... -1
Strongest force on any atom ... 0.21 eV/A
E_HOMO ... -0.1741 Eh